{
  "formula": "C4H2CuO2",
  "method": "ωB97M-V/def2-TZVPD",
  "orbital_gap_ha": [0.3131, 0.2208],
  "e_homo_ev": [-8.51, -8.32],
  "total_charge": 0,
  "e_above_lowest_kj_mol": 235.3,
  "molar_mass_g_mol": 145.60,
  "spin_multiplicity": 2,
  "s_squared": 0.78,
  "largest_force_ev_per_a": 1.90,
  "elements": ["H", "C", "C", "O", "O", "Cu", "C", "C", "H"],
  "positions_angstrom": [[-1.934, 0.672, 1.730], [-1.301, 0.305, 0.918], [0.024, 0.344, 0.883], [-2.110, -0.207, -0.045], [-1.484, -0.739, -1.187], [0.361, -0.698, -1.527], [2.104, -0.043, -0.585], [1.179, 0.153, 0.318], [3.161, 0.212, -0.506]],
  "mulliken_charge": [0.313, -0.093, -0.202, -0.091, -0.348, 0.103, -1.027, 0.929, 0.416]
}